# 1
Density functional theory data (ωB97M-V/def2-TZVPD) for an isolated molecule of C4H5NO.

Each line ends with the Mulliken charge.
Element x y z (Å)
N1 -0.54 -2.13 -0.80  -0.708
C1 -0.29 -0.97 -0.37  0.459
C2 0.24 0.19 -1.12  -0.360
C3 0.56 1.14 -0.25  -0.264
C4 0.04 0.75 1.10  -0.292
O1 -0.42 -0.58 0.94  -0.370
H1 -0.84 -2.73 -0.03  0.275
H2 0.29 0.26 -2.19  0.396
H3 1.02 2.10 -0.47  0.378
H4 -0.81 1.41 1.34  0.222
H5 0.75 0.78 1.93  0.262

Properties
Energy in eV: -7765.75126
Kohn-Sham gap in Eh: 0.3809
SMILES: [H]/N=C1/C=CCO1

=====

# 2
Density functional theory data (ωB97M-V/def2-TZVPD) for a structure of composition C22H20AsS3V.

Each line ends with the Mulliken spin population.
Element x y z (Å)
V1 -0.05 1.89 0.83  1.443
C1 3.29 3.01 0.28  0.020
C2 2.11 2.73 1.17  -0.020
S1 1.84 1.08 1.66  -0.122
C3 1.22 3.75 1.50  -0.024
C4 1.45 5.16 1.00  0.012
S2 -0.28 3.47 2.33  -0.123
H1 3.77 2.08 -0.03  0.001
H2 4.02 3.62 0.81  -0.003
H3 3.00 3.55 -0.62  -0.002
H4 2.50 5.37 0.84  0.002
H5 1.05 5.86 1.73  -0.001
H6 0.92 5.33 0.06  0.000
S3 -2.20 2.03 0.22  -0.096
C5 -3.04 0.47 -0.02  -0.002
C6 -4.39 0.47 -0.33  -0.004
C7 -5.05 -0.75 -0.46  0.002
C8 -4.38 -1.95 -0.28  -0.006
C9 -3.02 -1.95 0.01  0.000
C10 -2.36 -0.74 0.14  -0.006
As1 -0.51 -0.47 0.41  -0.080
C11 0.21 -0.36 -1.39  -0.013
C12 -0.66 -0.21 -2.47  0.003
C13 -0.15 -0.10 -3.75  0.004
C14 1.22 -0.15 -3.97  -0.003
C15 2.08 -0.31 -2.90  0.004
C16 1.59 -0.42 -1.61  0.005
C17 0.27 -2.00 1.25  -0.001
C18 0.82 -3.03 0.50  -0.001
C19 1.35 -4.14 1.14  0.000
C20 1.33 -4.22 2.52  -0.001
C21 0.78 -3.19 3.28  0.002
C22 0.25 -2.08 2.64  0.003
H7 -4.92 1.40 -0.46  0.000
H8 -6.11 -0.76 -0.68  0.000
H9 -4.91 -2.89 -0.37  0.000
H10 -2.49 -2.89 0.14  0.000
H11 -1.73 -0.17 -2.31  0.000
H12 -0.83 0.02 -4.59  0.000
H13 1.61 -0.07 -4.97  0.000
H14 3.15 -0.37 -3.07  0.000
H15 2.27 -0.56 -0.78  0.001
H16 0.85 -2.97 -0.59  0.000
H17 1.78 -4.94 0.55  0.000
H18 1.75 -5.09 3.02  0.000
H19 0.76 -3.25 4.35  0.000
H20 -0.18 -1.28 3.25  0.008

Properties
Spin multiplicity: 2
Net charge: +1
Expectation value of S²: 0.822
Energy in eV: -142165.10968
Kohn-Sham gap (spin up / spin down) in Eh: 0.2581 / 0.2845

=====

# 3
Density functional theory data (ωB97M-V/def2-TZVPD) for a cluster of 2 separate species, C4H6FNO in total at a distorted geometry.

Each line ends with the Mulliken charge.
Element x y z (Å)
C1 1.17 -0.62 0.26  -0.141
C2 -1.79 -0.19 0.32  0.947
C3 -1.99 0.47 -0.77  -0.927
C4 0.52 0.13 1.13  -0.330
N1 1.74 -0.30 -1.07  -0.451
O1 -1.75 -0.76 1.36  -0.431
F1 0.49 1.46 1.11  -0.276
H1 1.21 -1.67 0.41  0.317
H2 1.65 0.78 -1.18  0.240
H3 -2.96 0.61 -1.23  0.322
H4 -1.15 1.19 -1.02  0.187
H5 0.25 -0.35 2.13  0.325
H6 2.59 -0.76 -1.46  0.218

Properties
Energy in eV: -10497.15860
Kohn-Sham gap in Eh: 0.3433
SMILES: N/C=C\F.C=C=O

=====

# 4
Density functional theory data (ωB97M-V/def2-TZVPD) for an isolated molecule of C3H8N4O at a distorted geometry.

Each line ends with the Mulliken charge.
Element x y z (Å)
C1 2.70 -0.53 0.24  -0.509
C2 -0.39 1.06 -0.11  0.215
C3 -2.43 -0.27 0.07  -0.092
H1 3.67 -0.37 -0.30  0.247
H2 2.74 -0.04 1.26  0.268
H3 2.61 -1.59 0.58  0.268
H4 -0.05 -0.92 -0.39  0.322
H5 1.16 1.97 -0.39  0.295
H6 -2.38 1.75 0.25  0.280
H7 -3.40 -0.34 0.42  0.409
H8 -2.72 -2.13 -0.35  0.249
N1 0.44 -0.11 0.03  -0.278
N2 0.16 2.19 -0.37  -0.707
N3 -1.75 0.94 0.14  -0.101
N4 -2.02 -1.35 -0.43  -0.614
O1 1.65 -0.25 -0.65  -0.251

Properties
Energy in eV: -11245.74383
Kohn-Sham gap in Eh: 0.3591
SMILES: [H]/N=C(/N/C=N/[H])NOC

=====

# 5
Density functional theory data (ωB97M-V/def2-TZVPD) for a structure of composition C6H10O4 at a distorted geometry.

Each line ends with the Mulliken charge.
Element x y z (Å)
C1 -1.76 0.39 -1.14  -0.764
C2 1.66 1.41 -1.07  -1.195
C3 1.07 0.10 -0.71  0.888
O1 -0.73 0.59 -0.17  -0.227
O2 1.04 -0.97 -1.22  -0.510
H1 -1.74 -0.63 -1.53  0.378
H2 -2.73 0.60 -0.69  0.277
H3 -1.56 1.10 -1.94  0.262
H4 2.74 1.28 -1.18  0.392
H5 1.45 2.13 -0.29  0.317
H6 1.22 1.74 -2.02  0.333
C4 1.12 -0.06 1.35  0.474
C5 -0.76 -0.23 1.06  0.084
C6 -1.29 -1.50 1.00  -0.959
O3 1.62 -1.28 1.63  -0.490
O4 1.55 0.94 1.87  -0.616
H7 1.08 -1.93 1.13  0.394
H8 -1.06 0.41 1.89  0.338
H9 -1.18 -2.13 0.13  0.325
H10 -1.72 -1.94 1.89  0.299

Properties
Energy in eV: -14569.52450
Kohn-Sham gap (spin up / spin down) in Eh: 0.2564 / 0.2601

=====

# 6
Density functional theory data (ωB97M-V/def2-TZVPD) for a structure of composition C28H43Cl2N2PV at a distorted geometry.

Each line ends with the Mulliken spin population.
Element x y z (Å)
P1 0.09 -0.65 -0.36  0.001
C1 1.63 -0.05 -1.34  -0.021
C2 1.84 -0.53 -2.78  0.000
C3 3.20 -0.11 -3.34  0.000
C4 3.55 1.37 -3.09  0.000
C5 3.16 1.91 -1.71  0.001
C6 1.77 1.48 -1.26  0.020
C7 -1.32 0.21 -1.24  -0.050
C8 -1.11 0.30 -2.75  -0.001
C9 -2.37 0.77 -3.46  0.001
C10 -2.91 2.08 -2.85  0.000
C11 -2.88 2.16 -1.32  0.005
C12 -1.60 1.61 -0.67  0.034
C13 -0.07 -2.33 -1.20  0.020
C14 1.14 -3.22 -0.87  0.007
C15 1.05 -4.57 -1.60  0.000
C16 -0.30 -5.29 -1.42  0.000
C17 -1.52 -4.37 -1.61  -0.001
C18 -1.41 -3.01 -0.89  0.006
H1 2.39 -0.52 -0.69  -0.009
H2 1.08 -0.09 -3.44  0.000
H3 1.72 -1.62 -2.88  0.000
H4 3.18 -0.28 -4.43  0.000
H5 3.99 -0.75 -2.93  0.000
H6 4.62 1.51 -3.25  0.000
H7 3.06 1.97 -3.86  0.000
H8 3.90 1.57 -0.97  0.000
H9 3.19 3.00 -1.74  0.000
H10 1.58 1.84 -0.23  0.007
H11 1.01 1.94 -1.91  0.002
H12 -2.17 -0.46 -1.03  -0.017
H13 -3.14 0.00 -3.41  0.000
H14 -0.79 -0.67 -3.16  0.000
H15 -0.31 1.03 -2.94  0.000
H16 -2.13 0.93 -4.52  0.000
H17 -3.93 2.24 -3.21  0.000
H18 -2.33 2.91 -3.27  0.000
H19 -3.01 3.20 -1.02  0.000
H20 -3.73 1.59 -0.93  0.000
H21 -1.72 1.57 0.42  0.005
H22 -0.75 2.27 -0.88  0.003
H23 -0.06 -2.14 -2.28  -0.005
H24 2.07 -2.72 -1.19  -0.001
H25 1.20 -3.35 0.22  0.003
H26 1.22 -4.40 -2.67  0.000
H27 1.86 -5.21 -1.26  0.000
H28 -0.33 -5.73 -0.42  0.000
H29 -0.36 -6.12 -2.14  0.000
H30 -2.43 -4.88 -1.28  0.000
H31 -1.64 -4.17 -2.68  0.000
H32 -2.25 -2.38 -1.23  -0.001
H33 -1.53 -3.12 0.19  0.002
V1 -0.11 -0.13 2.44  2.548
Cl1 -2.13 -0.97 1.93  0.016
Cl2 2.06 -0.34 1.93  0.016
C19 -0.33 1.35 3.63  -0.535
H34 -0.61 1.20 4.70  -0.002
C20 -0.31 2.78 3.44  0.038
C21 -0.97 3.62 4.39  -0.080
C22 -1.21 4.93 4.07  0.062
C23 -0.75 5.45 2.85  -0.121
C24 0.02 4.66 1.97  0.076
C25 0.27 3.33 2.27  -0.079
H35 -1.34 3.20 5.33  -0.007
H36 -1.78 5.58 4.76  0.004
H37 0.38 5.09 1.03  0.005
H38 0.90 2.70 1.62  -0.013
H39 -1.00 6.48 2.57  -0.011
N1 0.70 -1.52 6.31  0.010
C26 -0.24 -2.52 6.03  -0.009
C27 -0.64 -2.30 4.74  0.040
N2 0.05 -1.18 4.22  -0.019
C28 0.88 -0.77 5.19  0.042
H40 1.23 -1.43 7.18  -0.002
H41 -0.52 -3.29 6.76  0.000
H42 -1.42 -2.81 4.18  -0.002
H43 1.49 0.12 5.23  0.012

Properties
Spin multiplicity: 3
Net charge: -1
Expectation value of S²: 2.262
Energy in eV: -92738.91140
Kohn-Sham gap (spin up / spin down) in Eh: 0.1938 / 0.1901

=====

# 7
Density functional theory data (ωB97M-V/def2-TZVPD) for a cluster of 2 separate species, C6H8N2O in total at a distorted geometry.

Each line ends with the Mulliken charge.
Element x y z (Å)
C1 0.08 1.37 -0.66  -0.340
C2 -1.09 1.17 0.38  -0.598
C3 -0.02 0.03 -0.03  1.163
C4 0.26 -0.56 2.32  -0.069
C5 -0.25 -1.21 -0.79  -0.492
C6 0.08 -2.51 -1.18  -0.648
H1 0.61 0.73 -2.67  0.306
H2 -0.97 0.87 -2.28  0.334
H3 1.17 1.97 -0.41  0.259
H4 -1.26 1.61 1.47  0.224
H5 -2.13 0.86 -0.01  0.248
H6 1.97 -0.44 1.02  0.352
H7 0.70 -0.71 3.34  0.391
H8 1.05 -3.46 -1.68  0.321
N1 -0.12 1.41 -2.13  -0.672
N2 0.85 -0.05 1.10  -0.274
O1 -0.94 -1.09 2.22  -0.505

Properties
Energy in eV: -11370.28368
Kohn-Sham gap in Eh: 0.3221

=====

# 8
Density functional theory data (ωB97M-V/def2-TZVPD) for a cluster of 2 separate species, C3H11NO2S in total at a distorted geometry.

Each line ends with the Mulliken charge.
Element x y z (Å)
C1 -0.33 -0.58 -0.01  -0.247
C2 -1.81 -1.08 0.11  -0.837
S1 -2.25 -2.40 1.21  -0.209
N1 -0.53 0.81 -0.44  -0.268
C3 0.31 1.88 0.05  -0.407
O1 1.67 1.59 -0.37  -0.550
H1 0.21 -1.21 -0.70  0.266
H2 0.28 -0.64 0.88  0.334
H3 -2.50 -0.25 0.28  0.387
H4 -2.14 -1.41 -0.89  0.315
H5 -2.46 -1.69 2.30  0.101
H6 -0.71 0.90 -1.42  0.226
H7 0.51 1.78 1.16  0.259
H8 -0.02 2.83 -0.32  0.310
H9 1.83 1.49 -1.31  0.308
H10 2.94 -0.36 -0.88  0.291
H11 2.44 -0.66 0.64  0.333
O2 2.56 -1.00 -0.27  -0.611

Properties
Energy in eV: -19708.34691
Kohn-Sham gap in Eh: 0.3436
SMILES: OCNCCS.O

=====

> What is the energy in the fourth record?

-11245.74383 eV